# 1
# C5H9N2

The ion C5H9N2 with charge +1 (ωB97M-V with the def2-TZVPD basis set, the OMol25 dataset).

```
! wB97M-V def2-TZVPD RIJCOSX def2/J DEFGRID3
* xyz 1 3
N 0.31394 2.47444 -0.85150
N -1.03164 -1.75472 -0.86009
C -0.51670 -1.30790 0.22556
C 0.05322 0.92802 -0.92846
C 0.02019 0.08839 0.24229
C 1.32345 1.52315 -1.34159
C -0.16881 -1.88187 1.57942
H 0.26646 3.00722 -0.01100
H -1.55236 -2.62889 -0.75534
H 0.40254 0.52858 1.07591
H -0.90310 -1.51234 2.31684
H 0.89830 -1.75587 1.66354
H 2.21707 1.79027 -0.76160
H -0.42310 -2.90058 1.52365
H -0.21542 2.85261 -1.57914
H -0.68403 0.54949 -1.53849
*
```

Calculated values
**E_HOMO (spin up / spin down)**: -13.00 / -13.88 eV

---

# 2
# C5H9N2O2

The ion C5H9N2O2 with charge +1 (ωB97M-V with the def2-TZVPD basis set, the OMol25 dataset).

```
! wB97M-V def2-TZVPD RIJCOSX def2/J DEFGRID3
* xyz 1 3
O 1.11285 -0.56955 2.27718
O -0.56039 0.72648 -2.41220
N -0.77963 -0.54657 0.89802
N 0.98302 0.70975 -0.75793
C -1.56400 -1.60036 1.63177
C 1.96488 1.41770 -1.54481
C 0.17300 0.12905 1.73625
C -1.09837 -0.23143 -0.33585
C -0.19544 0.51037 -1.18929
H 1.62731 0.02866 2.91914
H -0.79737 -1.91254 2.38850
H 2.62328 1.90584 -0.91902
H -1.97144 -0.62856 -0.68822
H -1.49177 0.76431 -2.46776
H -2.48408 -1.28142 2.07948
H 1.47283 2.09177 -2.26390
H -1.67764 -2.34589 0.90723
H 2.66298 0.83240 -2.25858
*
```

Calculated values
**E_HOMO (spin up / spin down)**: -11.95 / -13.88 eV

---

E_tot for every record listed, in sequence, given in a.u.: -304.95010 -455.45696.
Energy relative to the best compared isomer or geometry (same formula, charge and spin) for every record listed, in sequence, given in kJ/mol: 196.9 177.8.